1.
{
  "formula": "H39O20",
  "method": "ωB97M-V/def2-TZVPD",
  "multiplicity": 1,
  "total_charge": -1,
  "lumo_ev": 2.089,
  "homo_ha": -0.26415,
  "elements": ["H", "O", "H", "H", "H", "H", "H", "O", "O", "H", "H", "O", "H", "H", "H", "H", "O", "H", "H", "O", "H", "H", "H", "O", "H", "H", "O", "H", "H", "O", "O", "O", "H", "H", "H", "H", "O", "H", "H", "H", "O", "H", "O", "H", "H", "O", "H", "H", "H", "O", "H", "H", "H", "O", "O", "H", "O", "H", "O"],
  "coordinates": [[-3.72, 4.17, 2.20], [-2.08, 1.07, 1.61], [0.43, -0.58, 1.85], [4.85, -2.92, 0.71], [1.69, -2.41, 2.11], [-3.31, 0.49, 3.68], [2.76, -0.77, -2.88], [-1.07, -2.56, 3.10], [2.99, -1.12, 2.54], [0.45, -2.58, 1.18], [-1.16, -1.72, -3.01], [1.77, 1.69, 2.51], [3.09, -0.82, 1.63], [-0.33, -2.04, 3.45], [0.97, 3.98, -1.08], [1.68, 1.51, 1.58], [1.42, 3.25, -1.48], [-2.89, 0.62, -3.67], [-1.48, 1.00, 0.85], [0.37, -0.34, 2.83], [1.45, -0.80, -1.99], [0.09, 0.04, -2.59], [3.61, 0.25, -0.93], [-3.46, 3.69, 1.41], [3.19, 1.23, 0.07], [1.07, 1.18, 3.00], [3.96, 1.00, -0.44], [2.18, -0.67, 2.84], [-0.67, 3.57, -1.38], [-0.92, 3.65, -0.47], [1.41, -2.55, 1.19], [0.92, -1.90, -4.68], [-0.03, -2.05, -4.51], [2.35, 1.27, -3.48], [0.84, -1.40, -5.49], [1.14, 2.37, -1.23], [2.11, 1.46, -4.41], [-1.46, 3.03, 0.02], [-3.70, -3.90, 1.88], [3.41, -2.91, 0.84], [-4.21, -3.46, 2.55], [2.07, 0.51, -4.61], [2.29, -0.37, -2.15], [-2.11, -1.21, -3.92], [-2.83, 0.67, -2.19], [4.09, -2.56, 0.24], [-0.45, 0.17, 2.69], [-2.46, 1.96, 1.54], [0.54, -0.71, 0.32], [-3.23, 0.38, 4.63], [-1.51, -1.92, 2.53], [-2.45, -0.18, 4.68], [-0.41, 0.24, -0.97], [-3.47, 0.73, -2.91], [-1.73, -2.08, -3.73], [-3.61, -2.82, 2.95], [0.24, 0.21, 0.31], [-4.08, 3.76, 0.69], [-0.65, 0.16, -2.00]]
}

---

2.
{
  "formula": "H39O20",
  "method": "ωB97M-V/def2-TZVPD",
  "multiplicity": 1,
  "total_charge": -1,
  "lumo_ev": 2.141,
  "homo_ha": -0.24518,
  "elements": ["H", "H", "O", "H", "H", "H", "H", "O", "H", "O", "O", "H", "O", "H", "O", "O", "H", "H", "H", "H", "H", "H", "O", "H", "O", "H", "O", "H", "O", "O", "H", "O", "H", "H", "H", "H", "H", "H", "H", "H", "O", "O", "O", "H", "H", "H", "H", "H", "H", "O", "O", "H", "O", "H", "O", "H", "H", "H", "H"],
  "coordinates": [[-0.12, -1.07, 2.98], [-2.87, -0.02, -0.09], [0.36, 2.20, -0.02], [-2.72, 4.19, -0.47], [3.35, -0.39, -0.74], [1.80, 0.23, 1.95], [-0.11, 1.39, -1.61], [1.34, -1.04, -4.97], [-2.69, 0.67, 2.70], [2.37, -0.54, -1.07], [-1.99, 0.80, 3.30], [-0.86, -4.05, 3.77], [-4.12, 0.94, -2.93], [1.78, -2.86, -1.62], [0.61, -1.03, 2.38], [5.15, 1.96, 2.89], [-0.09, -3.66, -0.03], [3.18, -2.79, 0.25], [0.80, 3.07, 0.13], [-4.78, 1.34, -2.35], [2.02, -2.73, 1.19], [-3.53, -1.07, 1.09], [2.97, -2.93, 1.17], [-0.14, -0.31, -1.02], [-0.44, -2.93, 0.41], [-2.57, 3.75, 1.04], [-2.08, 4.07, 0.32], [-2.39, 1.42, -0.51], [-0.07, 0.44, -1.57], [-4.12, -0.81, 1.87], [0.29, -1.47, 1.58], [-2.41, 3.41, -2.55], [4.25, 1.95, 2.44], [-3.59, 0.90, -2.08], [-1.29, -2.51, 0.27], [0.78, -3.99, -2.08], [1.71, -0.37, -0.23], [1.04, 3.01, -3.42], [4.04, -0.74, 1.34], [-0.10, 2.05, -3.47], [1.36, -3.72, -1.40], [-3.25, 0.94, -0.51], [2.29, 0.57, 1.16], [-3.60, -0.69, 2.64], [-2.13, 3.93, -3.30], [0.19, -3.65, 2.62], [-2.56, 2.49, -2.85], [-1.13, 0.98, 2.86], [-0.61, 2.35, 0.21], [0.23, 2.77, -2.94], [-2.56, -1.37, -0.01], [-3.01, -1.66, -0.78], [4.93, -0.35, 1.45], [4.80, 0.49, 0.98], [-0.39, -3.38, 3.31], [5.37, 1.02, 2.68], [2.14, -0.91, -4.48], [1.61, 1.01, 0.56], [0.59, -0.92, -4.34]]
}

---

Relative stability in kJ/mol, measured from the most stable structure: 1 0.0; 2 133.8

---

1.
{
  "formula": "C5H6N",
  "method": "ωB97M-V/def2-TZVPD",
  "s2": 2.0060,
  "multiplicity": 3,
  "total_charge": 1,
  "lumo_ev": [-3.240, -9.348],
  "homo_ha": [-0.42045, -0.63663],
  "elements": ["H", "H", "C", "H", "C", "H", "N", "C", "C", "H", "C", "H"],
  "coordinates": [[-1.71, -2.15, 0.08], [2.00, 0.31, -0.27], [0.91, 0.68, 0.04], [-0.79, -0.24, -2.47], [-1.21, -1.41, -0.41], [0.44, -0.57, 1.80], [-1.77, 0.05, -0.37], [-1.10, -0.47, -1.43], [0.15, 0.29, 1.16], [-0.52, 1.05, 1.62], [-0.39, -0.24, -0.12], [0.66, 1.58, -0.44]]
}

---

2.
{
  "formula": "C5H6N",
  "method": "ωB97M-V/def2-TZVPD",
  "s2": 2.0378,
  "multiplicity": 3,
  "total_charge": 1,
  "lumo_ev": [-4.603, -7.105],
  "homo_ha": [-0.51991, -0.58002],
  "elements": ["H", "N", "C", "H", "H", "H", "H", "C", "C", "C", "H", "C"],
  "coordinates": [[-0.77, 1.31, 0.93], [0.22, -0.06, -0.17], [1.00, -2.28, 0.28], [1.07, -3.29, 0.79], [-1.28, 1.43, -0.69], [-0.95, -1.36, 0.83], [0.31, 2.05, -0.28], [-0.31, 1.25, -0.08], [1.10, -0.23, -1.09], [1.52, -1.90, -0.91], [1.29, 0.32, -1.92], [0.04, -1.30, 0.52]]
}

---

Relative stability in kJ/mol, measured from the most stable structure: 1 518.0; 2 0.0